Entry from the OMol25 dataset: a structure of composition C3H10N4O in a non-equilibrium geometry (ωB97M-V/def2-TZVPD).

Last column: Löwdin charge in e.
CARTESIAN COORDINATES (ANGSTROEM)
C -0.8081 -0.1939 -1.5990  -0.11
N 1.5565 1.9368 -0.7485  0.08
N 1.2168 0.6763 -0.6903  -0.03
N -0.1941 0.5383 -0.5031  -0.13
H 0.9150 2.6085 -0.3263  0.12
H 2.4472 2.1161 -1.1924  0.12
H -0.8870 0.4569 -2.4725  0.07
H -0.2653 -1.1012 -1.8845  0.07
H -1.8172 -0.4615 -1.2834  0.08
C -0.0013 -1.7221 0.7552  -0.03
C 0.0467 -0.2038 0.9189  -0.69
N -0.8660 0.2267 1.9051  0.11
O 1.2991 0.2906 1.0910  -0.08
H -0.8546 1.2297 2.0266  0.08
H -1.8045 -0.1330 1.8021  0.08
H -0.9926 -2.0809 0.4767  0.07
H 0.7278 -2.0313 0.0101  0.08
H 0.2816 -2.1522 1.7142  0.08

charge: 0
HOMO-LUMO gap: 9.7707 eV
LUMO: 0.927 eV
highest occupied orbital energy: -8.844 eV

***

Entry from the OMol25 dataset: a cluster of 10 separate species, C12H29BN2O11 in total in a non-equilibrium geometry (ωB97M-V/def2-TZVPD).

Last column: Löwdin charge in e.
CARTESIAN COORDINATES (ANGSTROEM)
N -0.8007 2.3931 1.1421  0.14
B -0.8360 1.5655 -0.1110  -0.47
O 0.0342 1.7124 -1.2561  0.11
C 1.2268 2.4205 -0.9546  -0.32
O 1.3783 3.5516 -1.5019  0.07
C 2.4123 1.9056 -0.0474  -0.06
C 3.8342 2.4895 -0.3590  0.00
C 5.0745 2.1114 0.4792  -0.07
C 4.9730 1.1163 1.6917  -0.05
C 3.5696 0.5024 1.9652  -0.06
C 2.3163 0.8912 1.1118  -0.01
C -1.9152 0.3617 -0.1667  -0.04
C -3.0460 0.1278 0.8936  0.03
C -3.9691 -1.1274 0.6751  -0.03
C -3.6531 -2.0092 -0.5558  -0.09
N -2.6438 -1.8079 -1.5455  -0.02
C -1.8198 -0.6688 -1.3182  -0.06
H -0.1440 1.9011 1.7776  0.08
H -0.4787 3.3573 0.9720  0.09
H 3.9974 3.2296 -1.2189  0.11
H 6.0848 2.5704 0.2358  0.09
H 5.8824 0.8529 2.3436  0.10
H 3.4037 -0.2349 2.8277  0.10
H 1.3058 0.4064 1.3653  0.10
H -3.1686 0.8410 1.7821  0.11
H -4.8038 -1.3852 1.3975  0.08
H -4.3197 -2.9404 -0.6921  0.12
H -0.9792 -0.4875 -2.0866  0.12
O -0.4339 -3.7902 -0.7124  -0.07
H -0.2023 -4.4198 -1.4081  0.00
H -1.3330 -3.5099 -0.9391  0.00
O 0.4589 -5.1489 -3.4382  -0.05
H 0.2311 -4.4096 -4.0156  0.05
H 0.9357 -5.7580 -4.0149  0.05
O 2.4586 -2.2456 0.5212  -0.07
H 3.1750 -1.9480 -0.0533  0.04
H 1.8485 -2.6956 -0.0794  0.02
O 2.1985 6.5283 -0.9485  -0.08
H 2.1148 5.5689 -1.0113  -0.01
H 3.1423 6.6667 -0.7889  -0.01
O 4.7368 5.9767 0.2964  -0.05
H 4.8866 5.1418 0.7583  0.03
H 5.1533 6.6368 0.8644  0.05
O -4.3719 -3.3173 2.3487  -0.07
H -4.4373 -4.2812 2.3008  0.01
H -3.4325 -3.1538 2.4986  0.04
O -2.8069 4.9617 1.5047  -0.06
H -2.2453 4.1775 1.4517  -0.02
H -3.3613 4.9062 0.7168  0.04
O -3.7929 -6.4170 2.4047  -0.05
H -3.8597 -7.3783 2.3565  0.05
H -2.8528 -6.2551 2.5541  0.05
O -4.1296 -3.2640 -3.9954  -0.08
H -3.5708 -2.7775 -3.3729  -0.02
H -3.5250 -3.5199 -4.7019  0.03

charge: 0
HOMO-LUMO gap: 8.4588 eV
LUMO: -0.902 eV
highest occupied orbital energy: -9.361 eV
SMILES: NB(OC(=O)c1ccccc1)c1cccnc1.O.O.O.O.O.O.O.O.O

***

Entry from the OMol25 dataset: a structure of composition C17H22ClI2OP2Tc in a non-equilibrium geometry (ωB97M-V/def2-TZVPD).

Last column: Löwdin charge in e.
CARTESIAN COORDINATES (ANGSTROEM)
I 4.6376 1.4561 -2.3826  0.16
I 5.4122 -1.2428 -2.5846  0.26
Tc 0.2785 0.8924 -0.9809  0.72
P -0.4324 0.1863 -3.0261  0.64
C 0.8369 0.0931 -4.2769  -0.21
C -1.3931 -1.3293 -3.2645  -0.22
H -2.3997 1.5474 -2.9481  0.02
H -1.9215 1.1363 -4.6565  0.09
H -1.0528 2.4259 -3.7250  0.07
C -1.5751 1.4588 -3.6663  -0.21
H -2.1116 -1.3435 -2.4364  0.01
H -1.9042 -1.2962 -4.2389  0.09
H 0.2950 0.0546 -5.2332  0.09
H 1.4497 -0.7988 -4.0966  0.06
H -0.7597 -2.2235 -3.2225  0.07
H 1.4382 1.0036 -4.1645  0.06
C 1.7012 -0.3154 -1.3982  -0.40
O 2.4681 -1.1853 -1.6430  -0.08
Cl -2.0085 0.5309 -0.6545  0.17
C 2.3938 0.2954 1.7106  -0.16
P 0.6543 0.1382 1.1119  0.87
C 0.0919 -1.5194 1.5698  -0.28
C -1.1953 -1.8156 2.0596  0.04
C -1.5211 -3.1269 2.4318  0.07
C -0.5831 -4.1588 2.3267  0.04
C 0.6959 -3.8488 1.8703  0.08
C 1.0431 -2.5419 1.5481  0.02
C -0.1620 1.5106 2.0218  -0.39
C 0.1363 2.7770 1.4963  -0.13
C -0.6033 3.8880 1.8966  -0.03
C -1.6316 3.7624 2.8282  0.00
C -1.8752 2.5059 3.4090  0.00
C -1.1115 1.3900 3.0429  -0.07
H 3.0016 -0.4874 1.2474  0.05
H 2.3451 0.1882 2.8133  0.10
H 2.7644 1.2885 1.4204  0.07
H -1.9243 -1.0184 2.2039  0.12
H -2.5098 -3.3637 2.8308  0.16
H -0.8151 -5.1756 2.6876  0.16
H 1.4466 -4.6372 1.8158  0.16
H 2.0873 -2.3041 1.3288  0.13
H 0.9138 2.8778 0.7301  0.09
H -0.4111 4.8563 1.4360  0.13
H -2.2439 4.6248 3.0893  0.14
H -2.6913 2.4124 4.1270  0.14
H -1.2544 0.4320 3.5454  0.11

charge: +3
HOMO-LUMO gap (alpha / beta): 4.6530 / 2.4131 eV
LUMO (alpha / beta): -11.976 / -14.199 eV
highest occupied orbital energy (alpha / beta): -16.629 / -16.612 eV
multiplicity: 4

***

Entry from the OMol25 dataset: a structure of composition C18H43InNP (ωB97M-V/def2-TZVPD).

Last column: Löwdin charge in e.
CARTESIAN COORDINATES (ANGSTROEM)
C -3.8688 -3.7237 5.0390  -0.19
C -3.0774 -3.4118 3.7566  -0.56
P -3.7734 -2.0116 2.7389  0.66
C -2.7220 -0.6246 3.4077  -0.43
In -2.6836 -2.5306 0.4956  0.27
C -0.4869 -2.7313 0.8467  -0.31
C 0.3021 -3.4642 -0.2465  -0.52
C 0.3894 -2.5881 -1.4967  -0.11
C 1.7112 -3.8957 0.2014  -0.09
H -4.4319 -4.6550 4.9551  0.06
H -4.5907 -2.9331 5.2522  0.04
H -3.2189 -3.8230 5.9121  0.05
H -2.0321 -3.2024 4.0024  0.05
H -3.0543 -4.2885 3.1034  0.04
H -1.6533 -0.8624 3.4376  0.02
H -3.0362 -0.3388 4.4142  0.02
H -2.8707 0.2487 2.7663  -0.01
H -2.8988 -1.1716 -0.6550  -0.11
H -3.4308 -3.9548 -0.1816  -0.13
H -0.0344 -1.7345 0.9639  0.01
H -0.3556 -3.2280 1.8143  0.03
H -0.2610 -4.3639 -0.5162  0.11
H -0.5994 -2.3563 -1.8997  0.06
H 0.8745 -1.6338 -1.2414  0.04
H 0.9857 -3.0539 -2.2864  0.08
H 2.4379 -3.8830 -0.6169  0.06
H 2.0817 -3.2285 0.9858  0.07
H 1.7103 -4.9057 0.6152  0.07
C 3.4779 4.7768 -1.5262  -0.10
C 2.6352 4.0388 -2.5610  -0.25
C 1.1711 3.8693 -2.1474  -0.17
C 0.8925 3.0786 -0.8778  -0.10
N 0.9821 1.5732 -0.9524  -0.19
C 0.3091 0.9827 -2.1707  -0.09
C 1.3900 0.8329 -3.2217  -0.13
C 2.6328 0.4586 -2.4045  -0.13
C 2.4307 1.1113 -1.0333  -0.07
C 0.3374 1.0064 0.3068  -0.11
C -1.1764 0.9663 0.3410  -0.26
C -1.9918 2.2325 0.5624  -0.09
H 3.5760 4.2227 -0.5903  0.06
H 4.4869 4.9505 -1.8988  0.08
H 3.0401 5.7478 -1.2875  0.08
H 3.0934 3.0743 -2.7923  0.08
H 2.6480 4.6008 -3.4969  0.12
H 0.5804 3.4715 -2.9741  0.11
H 0.7558 4.8625 -1.9541  0.13
H -0.1119 3.2921 -0.5262  0.10
H 1.5809 3.3634 -0.0822  0.13
H -0.0611 0.0031 -1.8733  0.10
H -0.5411 1.6026 -2.4460  0.14
H 1.5458 1.7520 -3.7844  0.10
H 1.1156 0.0542 -3.9307  0.13
H 3.5515 0.8058 -2.8741  0.11
H 2.7077 -0.6223 -2.2954  0.11
H 3.0688 1.9751 -0.8700  0.11
H 2.5920 0.4094 -0.2200  0.13
H 0.7683 1.5478 1.1522  0.15
H 0.6880 -0.0243 0.3451  0.10
H -1.3699 0.2727 1.1628  0.07
H -1.5417 0.4177 -0.5238  0.04
H -1.5923 2.8486 1.3724  0.08
H -3.0051 1.9412 0.8366  0.08
H -2.0786 2.8535 -0.3326  0.07

charge: 0
HOMO-LUMO gap: 5.8135 eV
LUMO: -0.053 eV
highest occupied orbital energy: -5.866 eV